Record 1
Here is a cluster of 7 separate species, C32H37BN7O2 in total at a distorted geometry from the OMol25 dataset. Energies are from wB97M-V/def2-TZVPD.

CARTESIAN COORDINATES (ANGSTROEM)
N 0.7027 6.7586 -2.1184
B -0.6690 7.0787 -1.4806
O -1.3209 8.2512 -2.1618
C -2.6473 8.0738 -1.6884
C -2.8374 6.5596 -2.0723
O -1.6765 5.9853 -1.4856
H 0.5718 6.5424 -3.1079
H 1.1646 7.6601 -2.1292
H -0.3802 7.4743 -0.3562
H -2.5236 8.0385 -0.5935
H -3.3590 8.7828 -2.1148
H -2.7472 6.3888 -3.1510
H -3.7739 6.2145 -1.6095
N 2.1584 2.3729 -1.7052
C 1.5162 3.5452 -1.5627
C 0.2465 3.6704 -1.0167
C -0.3963 2.5180 -0.5933
C 0.2463 1.2954 -0.7298
C 1.5126 1.2779 -1.2880
H 2.0570 4.4183 -1.9066
H -0.2301 4.6436 -0.9237
H -1.3873 2.5701 -0.1597
H -0.2255 0.3766 -0.4066
H 2.0528 0.3435 -1.4113
N 4.2130 4.6188 1.3612
C 3.7440 3.3938 1.1026
C 3.7837 2.3475 2.0131
C 4.3417 2.5794 3.2593
C 4.8350 3.8423 3.5475
C 4.7449 4.8195 2.5692
H 3.3176 3.2556 0.1166
H 3.3853 1.3763 1.7493
H 4.3910 1.7872 3.9975
H 5.2786 4.0644 4.5094
H 5.1140 5.8234 2.7504
N 2.1498 -1.8785 -0.0544
C 1.1909 -2.3488 0.7467
C 1.3126 -2.4397 2.1245
C 2.4983 -2.0220 2.7068
C 3.5075 -1.5319 1.8940
C 3.2829 -1.4807 0.5276
H 0.2824 -2.6614 0.2432
H 0.5003 -2.8235 2.7271
H 2.6329 -2.0757 3.7799
H 4.4472 -1.1950 2.3101
H 4.0409 -1.1001 -0.1476
N -2.4789 -5.0208 1.9718
C -3.4197 -5.8974 1.6129
C -3.2704 -6.8027 0.5735
C -2.0812 -6.7954 -0.1405
C -1.0934 -5.8923 0.2138
C -1.3417 -5.0343 1.2710
H -4.3341 -5.8605 2.1947
H -4.0661 -7.4925 0.3270
H -1.9259 -7.4806 -0.9592
H -0.1537 -5.8555 -0.3198
H -0.6028 -4.3097 1.5864
N -0.8175 -6.5565 -2.9597
C -0.7419 -5.2361 -3.1551
C -0.6838 -4.6422 -4.4051
C -0.7018 -5.4611 -5.5218
C -0.7787 -6.8334 -5.3449
C -0.8352 -7.3259 -4.0519
H -0.7286 -4.6340 -2.2540
H -0.6255 -3.5667 -4.5004
H -0.6569 -5.0359 -6.5164
H -0.7946 -7.5064 -6.1913
H -0.8989 -8.3925 -3.8655
N -2.0297 0.3312 1.6738
C -2.4519 0.9383 2.7846
C -2.9127 0.2616 3.9041
C -2.9360 -1.1247 3.8716
C -2.5018 -1.7747 2.7270
C -2.0643 -1.0014 1.6649
H -2.4122 2.0217 2.7634
H -3.2403 0.8066 4.7792
H -3.2844 -1.6907 4.7272
H -2.4899 -2.8551 2.6540
H -1.7099 -1.4649 0.7497

Results
- Kohn-Sham gap (eV) = 6.0
- net charge = -1
- HOMO (eV) = -4.128

---

Record 2
Here is a structure of composition C32H37Cl3GeKN4O3 from the OMol25 dataset. Energies are from wB97M-V/def2-TZVPD.

CARTESIAN COORDINATES (ANGSTROEM)
K 0.6636 0.2229 -0.0422
C 2.4455 1.8925 3.5245
C 1.4176 2.5977 2.6464
C 1.9487 3.2257 1.3494
N 0.9923 2.9140 0.3100
C 0.1641 3.7687 -0.1730
C 0.0910 5.1771 0.1639
C -0.3898 6.2199 -0.5888
C -0.9423 6.2535 -1.8774
C -1.2645 5.1243 -2.6352
C -1.2660 3.7863 -2.3090
C -0.9123 3.1614 -1.0552
N -1.3926 2.0601 -0.5897
C -2.4601 1.3843 -1.2835
C -3.2504 0.4876 -0.3216
C -2.6364 -0.8758 0.0504
N -1.5798 -0.8329 1.0480
C -1.8536 -1.1518 2.2644
C -3.1825 -1.3361 2.8132
C -3.5947 -2.1147 3.8690
C -2.8904 -3.0142 4.6773
C -1.5082 -3.2080 4.6156
C -0.5364 -2.4746 3.9748
C -0.6811 -1.2498 3.2122
N 0.1659 -0.2736 3.2138
C 1.2659 -0.3449 4.1574
C 1.7827 1.0298 4.6015
H 3.0724 1.2502 2.8919
H 3.1291 2.6143 3.9895
H 0.6819 1.8398 2.3796
H 0.8636 3.3387 3.2347
H 2.1732 4.2938 1.4672
H 2.8911 2.7320 1.0828
H 0.5151 5.4418 1.1254
H -0.2808 7.1942 -0.1123
H -1.1408 7.2262 -2.3126
H -1.6217 5.3324 -3.6438
H -1.6231 3.1090 -3.0772
H -3.1475 2.0863 -1.7823
H -2.0507 0.7567 -2.0912
H -3.4312 1.0539 0.5975
H -4.2320 0.2902 -0.7717
H -3.4462 -1.5448 0.3699
H -2.2106 -1.3274 -0.8568
H -3.9623 -0.7760 2.3100
H -4.6646 -2.0576 4.0678
H -3.4617 -3.6257 5.3659
H -1.1266 -4.0502 5.1918
H 0.4836 -2.8224 4.0974
H 0.9768 -0.8949 5.0654
H 2.1052 -0.9102 3.7170
H 0.9412 1.5833 5.0345
H 2.4895 0.8527 5.4208
Cl 2.7535 -4.2657 -3.1588
Ge 1.5472 -3.6276 -1.1945
Cl 2.5127 -5.1592 0.1110
Cl -0.6517 -4.3358 -1.0411
C 4.0398 -2.3473 0.9831
C 3.1382 -1.4073 0.2362
O 3.3149 -0.2115 0.2024
O 2.0757 -1.9535 -0.3839
H 4.8358 -1.7637 1.4394
H 4.4551 -3.1041 0.3190
H 3.4673 -2.8759 1.7445
C 2.3766 -0.5978 -3.6976
C 0.8786 -0.6853 -3.5649
O 0.2787 0.0846 -2.8436
C 0.1308 -1.7304 -4.3309
C 0.7125 -2.4190 -5.3907
C -0.0142 -3.3739 -6.0832
C -1.3174 -3.6609 -5.6993
C -1.8956 -2.9888 -4.6312
C -1.1772 -2.0187 -3.9532
H 2.7510 0.0745 -2.9290
H 2.6286 -0.1900 -4.6811
H 2.8415 -1.5809 -3.6149
H 1.7415 -2.2208 -5.6599
H 0.4418 -3.9131 -6.9039
H -1.8780 -4.4252 -6.2242
H -2.9012 -3.2320 -4.3131
H -1.6057 -1.4865 -3.1142

Results
- Kohn-Sham gap (alpha / beta) (eV) = 5.2 / 4.5
- energy relative to the best compared isomer or geometry (same formula, charge and spin) (kJ/mol) = 82.2
- net charge = -2
- spin multiplicity = 2
- <S²> = 0.76
- HOMO (alpha / beta) (eV) = -1.116 / -1.116